The following is a DFT calculation (ωB97M-V with the def2-TZVPD basis set) of a 2-piece molecular cluster, C35H35BF6O4S overall in a non-equilibrium geometry.

The orbital gap is 4.61 eV. As for the energy above the lowest of the compared OMol25 structures with the same formula, charge and spin: 735.2 kJ/mol. The HOMO energy is -5.39 eV. For the total energy, the calculation gives -2677.71950 a.u.

Element x y z (Å)
C1 3.792 -2.855 -3.857
C2 2.692 -2.362 -2.997
C3 1.324 -2.600 -3.107
C4 0.629 -2.385 -1.883
C5 1.489 -2.067 -0.821
B1 0.356 2.806 -1.673
C6 1.421 -2.618 0.512
C7 2.432 -2.409 1.470
C8 2.266 -2.871 2.769
C9 3.303 -2.542 3.824
F1 3.870 -3.676 4.356
F2 4.320 -1.770 3.329
F3 2.740 -1.836 4.868
C10 1.136 -3.610 3.140
C11 0.140 -3.815 2.191
C12 -1.162 -4.517 2.482
F4 -2.203 -3.857 1.858
F5 -1.180 -5.794 1.998
F6 -1.466 -4.564 3.808
C13 0.293 -3.362 0.893
O1 1.569 2.979 -2.273
C14 1.878 1.962 -3.266
C15 0.682 1.855 -4.247
C16 0.544 3.168 -5.015
C17 0.947 0.742 -5.256
C18 -0.614 1.563 -3.444
O2 -0.789 2.492 -2.348
S1 3.066 -1.609 -1.472
H1 3.446 -3.641 -4.540
H2 4.249 -2.046 -4.444
H3 4.584 -3.280 -3.216
H4 0.861 -3.000 -4.010
H5 -0.439 -2.527 -1.733
H6 3.331 -1.861 1.205
H7 1.035 -3.999 4.153
H8 -0.491 -3.560 0.174
H9 2.790 2.294 -3.779
H10 2.080 0.987 -2.759
H11 -0.323 3.106 -5.681
H12 0.427 4.016 -4.326
H13 1.451 3.314 -5.616
H14 0.096 0.658 -5.948
H15 1.852 0.984 -5.836
H16 1.108 -0.224 -4.753
H17 -1.517 1.670 -4.063
H18 -0.579 0.540 -3.017
C19 -0.775 6.245 -1.247
O3 0.424 5.831 -0.523
C20 0.381 4.672 0.168
C21 1.614 4.027 0.526
C22 1.665 2.660 0.431
C23 0.482 1.970 -0.106
C24 0.507 0.447 -0.195
C25 -0.439 -0.262 0.545
C26 -0.436 -0.401 1.936
C27 -1.600 -0.601 2.744
C28 -1.471 -1.183 4.035
C29 -2.566 -1.427 4.824
C30 -3.856 -1.036 4.395
O4 -4.883 -1.380 5.220
C31 -6.224 -0.958 4.888
C32 -4.001 -0.346 3.163
C33 -2.901 -0.211 2.325
C34 -0.794 2.613 0.236
C35 -0.840 3.985 0.387
H19 -0.446 7.093 -1.850
H20 -1.162 5.438 -1.894
H21 -1.557 6.574 -0.546
H22 2.480 4.654 0.749
H23 2.548 2.066 0.710
H24 1.315 0.029 -0.791
H25 -1.301 -0.725 0.035
H26 0.519 -0.359 2.469
H27 -0.485 -1.483 4.389
H28 -2.497 -1.949 5.776
H29 -6.836 -1.439 5.652
H30 -6.319 0.135 4.965
H31 -6.528 -1.307 3.890
H32 -4.979 0.041 2.865
H33 -3.031 0.196 1.321
H34 -1.672 1.981 0.357
H35 -1.771 4.534 0.496

Atomic forces in eV per Å
0.70 0.32 -0.45
-1.73 -0.03 0.10
1.29 0.42 0.02
0.91 0.30 1.24
0.05 -1.25 -2.20
-0.03 -3.73 -0.19
-0.35 0.38 1.29
-0.47 0.02 -0.11
-0.01 -0.19 0.08
0.35 0.13 0.39
-0.52 1.20 -0.36
-0.87 -0.76 0.56
0.67 -0.84 -0.97
-0.01 0.19 0.14
0.16 -0.14 -0.10
-0.91 0.13 0.10
0.89 -0.75 0.65
-0.02 0.79 0.46
0.34 -0.14 -1.04
0.40 0.29 -0.05
0.05 0.25 0.02
-0.72 -0.04 -0.07
0.06 0.00 0.17
0.03 0.08 0.20
0.00 -0.25 0.13
0.33 0.05 -0.19
0.08 0.24 -0.32
-0.35 -1.49 0.05
0.00 0.30 0.15
-0.01 -0.24 -0.01
-0.29 0.10 -0.36
0.16 0.03 0.28
0.28 -0.30 -0.08
-0.19 -0.01 0.08
-0.04 0.19 -0.23
0.05 0.09 0.07
-0.26 -0.06 0.09
-0.20 0.66 -0.23
0.15 0.16 0.05
-0.01 -0.16 -0.31
-0.23 0.15 0.05
0.30 -0.07 0.13
-0.29 -0.12 0.09
-0.09 0.19 -0.18
0.39 -0.09 0.00
0.00 0.49 -0.07
0.45 -0.06 0.62
-0.39 0.60 0.11
-0.58 -0.41 0.38
0.20 0.33 -0.59
-0.41 0.97 0.36
-0.30 -2.08 1.95
2.13 3.76 -1.70
-1.92 -1.59 2.73
0.72 0.61 -2.59
-1.45 -0.58 0.87
0.07 0.28 -0.71
-1.10 0.03 0.00
0.48 0.42 -0.76
-0.56 0.37 -0.19
0.76 -0.22 0.20
-0.26 -0.79 0.83
0.93 -0.16 0.32
1.06 -0.21 0.43
0.77 0.81 -0.61
-0.08 -0.15 0.09
0.24 0.19 0.35
0.22 -0.10 -0.25
-0.21 -0.20 -0.17
-0.52 0.45 -0.35
-0.59 0.52 0.23
-0.21 0.06 0.17
-0.18 0.54 -0.17
-0.16 0.11 -0.13
0.09 0.14 -0.14
-0.07 0.14 -0.16
0.02 -0.26 -0.10
0.14 0.10 0.25
0.34 -0.25 -0.01
0.06 0.14 0.37
0.10 0.20 -0.47
0.12 -0.17 -0.21